(1)
Below is C22H35NO4 as an isolated structure, with properties calculated with ωB97M-V/def2-TZVPD.

energy above the lowest of the compared OMol25 structures with the same formula, charge and spin = 521.8 kcal per mole

Each line ends with the natural charge from an NBO analysis.
Element x y z (Å)
C: -8.67 -2.73 0.47  -0.58
C: -7.99 -1.51 -0.29  -0.05
H: -8.61 -0.53 -0.13  0.16
H: -8.00 -1.67 -1.40  0.18
O: -6.81 -1.43 0.09  -0.49
C: -6.10 -0.51 -0.39  0.80
O: -6.47 -0.01 -1.30  -0.56
C: -4.73 -0.23 0.11  -0.33
C: -3.64 -0.64 -0.82  -0.41
C: -2.19 -0.42 -0.09  -0.16
N: -2.11 1.21 0.31  -0.48
C: -3.21 1.54 1.09  -0.13
C: -4.50 1.03 0.52  -0.42
H: -4.66 1.92 -0.21  0.22
H: -5.27 1.48 1.26  0.22
H: -3.07 0.84 2.25  0.11
H: -2.92 2.34 1.46  0.21
C: -1.84 1.87 -0.73  -0.22
H: -1.25 1.47 -1.70  0.22
C: -0.83 3.07 -0.30  0.20
O: -1.48 3.93 0.37  -0.71
H: -0.92 4.72 0.86  0.48
C: 0.44 2.52 0.27  -0.11
O: 1.09 1.79 -0.64  -0.51
C: 2.24 1.17 -0.73  0.37
C: 2.96 0.36 -1.55  -0.30
C: 4.01 -0.61 -1.32  -0.24
C: 4.58 -0.40 -0.07  0.06
C: 3.83 0.06 1.11  -0.24
C: 2.81 0.83 0.86  -0.21
H: 2.33 1.48 1.58  0.19
H: 4.25 0.00 1.88  0.18
C: 5.82 -1.38 0.18  -0.20
C: 6.24 -1.58 1.59  -0.60
H: 5.47 -1.96 2.26  0.22
H: 7.21 -1.85 1.73  0.23
H: 6.52 -0.45 1.81  0.19
C: 5.45 -2.85 0.02  -0.48
H: 5.13 -2.88 -1.27  0.14
H: 6.20 -3.38 -0.01  0.18
H: 4.72 -3.32 0.53  0.21
C: 6.79 -0.83 -0.50  -0.32
C: 7.16 0.53 -0.51  -0.66
H: 7.97 0.74 -1.22  0.23
H: 6.27 1.25 -0.76  0.23
H: 7.80 0.69 0.45  0.21
H: 7.90 -1.62 -0.51  0.17
H: 6.78 -1.20 -1.75  0.20
H: 4.48 -0.83 -2.26  0.24
H: 2.33 0.51 -2.48  0.20
H: 0.16 1.75 0.94  0.19
H: 1.10 3.23 0.61  0.17
H: -0.31 3.61 -1.44  0.04
H: -2.65 2.33 -1.08  0.17
H: -2.01 -1.04 0.94  0.20
H: -1.38 -0.56 -0.55  0.17
H: -3.72 -0.16 -1.72  0.22
H: -3.74 -1.72 -0.91  0.22
H: -4.65 -0.79 1.15  0.21
H: -7.94 -3.61 0.49  0.20
H: -8.71 -2.64 1.38  0.18
H: -9.67 -2.93 0.10  0.21

(2)
Below is one molecule with the formula C3H4N2O, with properties calculated with ωB97M-V/def2-TZVPD.

energy above the lowest of the compared OMol25 structures with the same formula, charge and spin = 80.7 kcal per mole
SMILES = Cc1conn1

Each line ends with the natural charge from an NBO analysis.
Element x y z (Å)
C: -1.52 -0.11 -0.15  -0.65
C: -0.02 0.12 0.00  0.04
C: 0.98 0.99 0.14  0.00
O: 2.30 0.12 0.22  -0.31
N: 1.93 -1.14 0.13  0.16
N: 0.71 -1.30 0.00  -0.21
H: -1.67 -0.67 -1.08  0.24
H: -1.82 -0.78 0.67  0.24
H: -2.19 0.75 -0.15  0.23
H: 1.31 2.03 0.22  0.25

(3)
Below is one molecule with the formula C3H8N2O, with properties calculated with ωB97M-V/def2-TZVPD.

energy above the lowest of the compared OMol25 structures with the same formula, charge and spin = 38.6 kcal per mole
SMILES = CN(C)C(N)=O

Each line ends with the natural charge from an NBO analysis.
Element x y z (Å)
C: -0.95 -0.60 0.88  -0.47
N: -0.21 0.04 -0.21  -0.47
C: -0.94 1.14 -0.79  -0.41
C: 1.08 -0.19 -0.57  0.78
N: 1.80 -0.85 0.40  -0.85
O: 1.54 0.16 -1.65  -0.66
H: -0.42 -1.39 1.42  0.21
H: -1.25 0.17 1.63  0.21
H: -1.46 -1.04 0.00  0.27
H: -0.70 1.25 -1.85  0.24
H: -2.02 0.98 -0.66  0.20
H: -0.65 2.03 -0.23  0.19
H: 2.80 -0.84 0.27  0.40
H: 1.44 -0.83 1.34  0.38

(4)
Below is C35H25ClFN6OSTi as an isolated structure, with properties calculated with ωB97M-V/def2-TZVPD.

2S+1 = 2
energy above the lowest of the compared OMol25 structures with the same formula, charge and spin = 0.0 kcal per mole

Each line ends with the Mulliken charge.
Element x y z (Å)
Ti: 0.56 0.37 0.78  -0.17
N: -2.53 0.14 3.96  -0.40
C: -1.99 0.68 2.85  0.28
S: -0.74 1.85 2.94  -0.45
N: -2.50 0.28 1.69  -1.29
N: -1.73 0.74 0.68  1.34
C: -2.30 1.14 -0.40  0.06
C: -3.76 1.17 -0.62  -0.81
C: -4.54 0.02 -0.49  0.13
C: -5.90 0.05 -0.73  -0.95
C: -6.51 1.25 -1.10  -0.41
C: -5.75 2.40 -1.22  -0.88
C: -4.39 2.36 -0.98  0.04
C: -1.37 1.58 -1.46  0.80
C: -1.79 1.77 -2.78  -0.85
C: -0.87 2.17 -3.73  -0.67
C: 0.45 2.35 -3.35  -0.92
C: 0.80 2.09 -2.04  -0.03
N: -0.07 1.69 -1.11  0.30
H: -2.33 0.58 4.84  0.25
H: -3.35 -0.43 3.87  0.22
H: -4.07 -0.91 -0.17  0.49
H: -6.49 -0.85 -0.63  0.41
H: -7.58 1.28 -1.28  0.40
H: -6.23 3.34 -1.49  0.39
H: -3.79 3.26 -1.07  0.51
H: -2.83 1.62 -3.03  0.52
H: -1.17 2.32 -4.75  0.45
H: 1.20 2.68 -4.06  0.45
H: 1.82 2.19 -1.70  0.44
Cl: 7.66 1.87 2.26  -0.23
C: 5.95 1.74 2.03  0.13
C: 5.09 2.49 2.85  -0.55
C: 3.73 2.43 2.70  -0.74
C: 3.15 1.60 1.71  -0.06
O: 1.85 1.52 1.57  -0.40
C: 4.02 0.85 0.89  0.73
C: 3.52 0.04 -0.17  -0.03
N: 2.26 -0.18 -0.45  0.84
C: 1.97 -0.86 -1.65  0.10
C: 2.80 -0.91 -2.75  -0.71
C: 2.40 -1.62 -3.91  -1.13
C: 1.19 -2.24 -3.98  -0.86
C: 0.30 -2.16 -2.89  1.08
C: -0.99 -2.76 -2.88  -1.02
C: -1.79 -2.61 -1.79  -1.13
C: -1.35 -1.83 -0.70  -0.87
N: -0.17 -1.26 -0.69  0.93
C: 0.68 -1.46 -1.74  0.00
C: 5.42 0.93 1.06  -1.16
H: 5.52 3.12 3.61  0.43
H: 3.06 2.99 3.33  0.48
H: 4.29 -0.43 -0.78  0.40
H: 3.75 -0.40 -2.76  0.54
H: 3.08 -1.66 -4.76  0.40
H: 0.90 -2.79 -4.87  0.44
H: -1.31 -3.33 -3.74  0.45
H: -2.77 -3.07 -1.74  0.44
H: -1.97 -1.68 0.17  1.05
H: 6.07 0.35 0.42  0.46
F: 1.43 -4.38 4.89  -0.36
C: 1.22 -3.37 4.01  0.44
C: 1.15 -2.08 4.48  -0.94
C: 0.92 -1.05 3.57  0.06
C: 0.74 -1.26 2.20  0.93
C: 0.85 -2.60 1.80  -0.13
C: 1.07 -3.66 2.67  -1.09
H: 1.28 -1.88 5.54  0.43
H: 0.87 -0.05 3.97  0.32
H: 0.76 -2.87 0.75  0.22
H: 1.15 -4.68 2.33  0.46

(5)
Below is a 5-piece molecular cluster, C3H14O5 overall, with properties calculated with ωB97M-V/def2-TZVPD.

energy above the lowest of the compared OMol25 structures with the same formula, charge and spin = 50.7 kcal per mole
SMILES = C/C=C/O.O.O.O.O

Each line ends with the natural charge from an NBO analysis.
Element x y z (Å)
C: -0.03 0.64 -2.37  -0.67
C: -0.59 0.41 -0.99  -0.23
C: -1.91 0.61 -0.66  0.07
O: -2.22 0.09 0.56  -0.72
H: 0.55 -0.28 -2.70  0.22
H: -0.73 1.09 -3.10  0.21
H: 0.90 1.26 -2.27  0.25
H: 0.05 0.12 -0.25  0.21
H: -2.76 0.88 -1.27  0.17
H: -2.91 0.60 0.96  0.47
O: 1.93 0.93 2.08  -0.96
H: 1.02 0.35 2.01  0.53
H: 2.66 0.33 2.18  0.48
O: 1.93 2.17 -0.22  -0.99
H: 1.07 2.33 -0.12  0.44
H: 2.15 1.63 0.66  0.49
O: -0.94 -2.75 -0.28  -0.96
H: -1.09 -3.34 -1.02  0.49
H: -1.64 -2.19 -0.12  0.49
O: 1.06 -1.51 1.20  -0.99
H: 1.26 -2.15 1.85  0.47
H: 0.55 -2.08 0.52  0.52

(6)
Below is C28H34FeN9O11S as an isolated structure, with properties calculated with ωB97M-V/def2-TZVPD.

net charge = -1

Each line ends with the Mulliken charge.
Element x y z (Å)
Fe: -0.23 -0.39 0.12  1.30
N: 2.67 -1.30 -6.40  -0.23
C: 2.07 -2.28 -5.72  0.20
S: 1.91 -3.79 -6.37  -0.41
C: 1.56 -1.92 -4.35  1.42
C: 1.08 -2.91 -3.51  -1.18
C: 0.63 -2.56 -2.25  -0.67
N: 0.65 -1.31 -1.79  0.96
C: 1.09 -0.35 -2.60  -1.13
C: 1.55 -0.61 -3.88  -1.18
H: 3.03 -1.51 -7.31  0.20
H: 2.83 -0.39 -6.00  0.15
H: 1.05 -3.94 -3.84  0.42
H: 0.25 -3.31 -1.56  0.59
H: 1.06 0.65 -2.21  0.56
H: 1.87 0.24 -4.47  0.27
C: -2.67 1.44 3.45  -1.89
C: -1.38 0.82 2.91  1.28
C: -0.19 1.72 3.26  -1.27
C: -1.44 0.62 1.40  -0.83
H: -2.61 1.63 4.53  0.48
H: -3.53 0.79 3.27  0.38
H: -2.87 2.40 2.96  0.32
H: -1.26 -0.14 3.42  0.03
H: -0.38 2.73 2.88  0.46
H: 0.72 1.37 2.78  -0.07
H: -0.02 1.79 4.34  0.27
H: -1.41 1.63 0.97  0.28
H: -2.46 0.25 1.16  0.01
O: 2.87 0.73 1.37  -0.66
C: 2.35 1.15 0.33  -0.28
O: 1.15 1.05 -0.06  -0.48
C: 3.25 1.88 -0.66  0.51
C: 4.62 1.67 -0.64  -0.55
C: 5.45 2.26 -1.58  -0.54
C: 4.87 3.09 -2.53  -0.06
C: 3.51 3.35 -2.56  -0.60
C: 2.70 2.73 -1.62  -0.10
N: 5.74 3.72 -3.53  1.02
O: 5.21 4.37 -4.41  -0.62
O: 6.93 3.46 -3.50  -0.63
H: 5.02 1.03 0.13  0.52
H: 6.51 2.10 -1.59  0.48
H: 3.11 4.02 -3.31  0.51
H: 1.63 2.90 -1.63  0.58
O: -6.69 0.20 -4.11  -0.66
N: -6.26 -0.55 -3.26  1.02
O: -6.84 -1.55 -2.86  -0.65
C: -4.92 -0.30 -2.75  -0.92
C: -4.21 0.80 -3.23  -0.51
C: -2.95 1.01 -2.76  -0.75
C: -2.32 0.22 -1.72  1.10
O: -1.23 0.59 -1.24  0.06
C: -3.09 -0.94 -1.34  0.22
C: -4.36 -1.17 -1.84  -0.30
N: -2.60 -1.95 -0.44  1.02
O: -3.30 -2.93 -0.23  -0.78
O: -1.48 -1.87 0.08  -0.45
N: -2.20 2.12 -3.35  0.95
O: -1.03 1.93 -3.64  -0.52
O: -2.81 3.15 -3.58  -0.63
H: -4.64 1.47 -3.96  0.62
H: -4.92 -2.03 -1.51  0.68
C: 0.87 -1.67 3.75  -0.66
N: 2.17 -1.85 3.14  0.17
C: 3.24 -1.14 3.83  -1.07
C: 2.22 -1.98 1.78  0.39
N: 1.20 -1.78 1.01  -0.30
N: 3.46 -2.39 1.30  0.37
C: 3.74 -2.24 -0.11  -1.09
C: 4.15 -3.49 1.94  -1.27
H: 0.94 -1.95 4.80  0.36
H: 0.13 -2.30 3.24  0.29
H: 0.54 -0.63 3.68  -0.09
H: 2.96 -0.10 3.98  0.28
H: 4.14 -1.15 3.23  0.37
H: 3.43 -1.62 4.79  0.32
H: 1.42 -2.18 0.11  -0.36
H: 3.30 -3.03 -0.73  0.36
H: 4.82 -2.26 -0.25  0.35
H: 3.37 -1.27 -0.46  0.16
H: 3.74 -3.66 2.93  0.42
H: 5.22 -3.28 2.03  0.32
H: 4.04 -4.42 1.35  0.35

Which energy belongs to each record? In order, -33040.214 -8200.385 -8267.654 -96882.197 -13573.799 -110735.806 eV.
Which strongest force on any atom belongs to each record? In order, 15.37 3.51 3.60 1.53 6.28 0.84 eV Å⁻¹.